(1)
{"formula": "C18H32N10TeY", "method": "the ωB97M-V functional and the def2-TZVPD basis", "charge": 3, "e_homo_ev": -17.02, "orbital_gap_ev": 7.66, "relative_energy_kcal_mol": 7.9, "symbols": ["Y", "C", "C", "N", "C", "C", "N", "C", "C", "N", "C", "C", "N", "C", "C", "C", "C", "C", "C", "C", "N", "H", "H", "H", "H", "H", "H", "H", "H", "H", "H", "H", "H", "H", "H", "H", "H", "H", "H", "H", "H", "H", "H", "H", "N", "N", "N", "C", "N", "N", "H", "H", "H", "C", "Te", "C", "H", "H", "H", "H", "H", "H"], "coordinates": [[0.2493, 0.2591, 0.3869], [-1.3240, 1.9724, -3.7897], [-0.9133, 1.2200, -2.5680], [-0.4172, 1.7143, -1.5050], [0.0850, 3.0870, -1.3983], [1.2574, 3.0563, -0.4006], [1.9958, 1.7709, -0.5513], [3.3046, 1.7055, 0.1425], [3.1410, 1.5107, 1.6363], [2.1940, 0.4104, 1.9897], [2.8076, -0.9495, 2.1139], [2.9224, -1.7382, 0.8148], [1.6930, -1.6481, 0.0154], [1.3859, -2.5104, -0.8781], [2.1195, -3.7694, -1.1969], [0.2182, -2.1360, -1.7597], [-0.3880, -2.9823, -2.6712], [-1.3085, -2.4388, -3.5596], [-1.5522, -1.0685, -3.5592], [-0.9268, -0.2894, -2.6016], [-0.1090, -0.8415, -1.6974], [-1.3046, 3.0479, -3.6418], [-2.3406, 1.6913, -4.0755], [-0.6772, 1.7151, -4.6331], [-0.6847, 3.7765, -1.0501], [0.4367, 3.4481, -2.3647], [0.8871, 3.1315, 0.6287], [1.9082, 3.9144, -0.5724], [2.1838, 1.6503, -1.5429], [3.8949, 2.6083, -0.0287], [3.8560, 0.8749, -0.2959], [2.7552, 2.4235, 2.0913], [4.1213, 1.3288, 2.0796], [1.8814, 0.6340, 2.9309], [2.1892, -1.5134, 2.8115], [3.8042, -0.8826, 2.5535], [3.1772, -2.7619, 1.0844], [3.7443, -1.3595, 0.2036], [2.4821, -3.7296, -2.2280], [1.4440, -4.6265, -1.1326], [2.9649, -3.9527, -0.5439], [-0.1342, -4.0324, -2.7214], [-1.7969, -3.0743, -4.2876], [-2.1987, -0.6288, -4.3069], [-4.8829, 0.7089, 0.7035], [-3.6839, 1.2347, 1.0698], [-3.6014, 2.1776, 1.9819], [-2.2875, 2.3095, 2.1136], [-1.6333, 1.4757, 1.3002], [-2.5567, 0.7830, 0.6298], [-5.6316, 1.3274, 0.9896], [-4.8908, 0.4327, -0.2674], [-1.8260, 3.0097, 2.7929], [-1.1231, -0.7275, 4.2441], [-0.8243, -1.8865, 2.4813], [-2.8933, -2.2512, 2.1399], [-1.6820, 0.1742, 4.0121], [-0.1553, -0.4858, 4.6789], [-1.6769, -1.3518, 4.9403], [-3.1851, -3.0724, 2.7868], [-3.0400, -2.5232, 1.0979], [-3.4542, -1.3525, 2.3839]], "lowdin_charge": [1.366, 0.024, -0.244, -0.033, -0.151, -0.174, -0.137, -0.165, -0.162, -0.133, -0.183, -0.164, -0.039, -0.245, 0.028, -0.188, 0.048, 0.035, 0.047, -0.184, 0.035, 0.091, 0.107, 0.122, 0.139, 0.131, 0.109, 0.142, 0.137, 0.141, 0.121, 0.129, 0.140, 0.118, 0.088, 0.139, 0.130, 0.135, 0.123, 0.113, 0.087, 0.135, 0.141, 0.134, 0.184, -0.256, 0.186, -0.146, -0.122, 0.046, 0.136, 0.124, 0.137, -0.388, 1.215, -0.399, -0.008, 0.010, 0.028, 0.022, 0.007, -0.003]}

(2)
{"formula": "C18H32N2O6S", "method": "the ωB97M-V functional and the def2-TZVPD basis", "charge": 0, "smiles": "O=COCCCSc1nnco1.C1CCOC1.C1CCOC1.C1CCOC1", "e_homo_ev": -8.86, "orbital_gap_ev": 9.57, "relative_energy_kcal_mol": 48.2, "symbols": ["O", "C", "O", "C", "C", "C", "S", "C", "N", "N", "C", "O", "H", "H", "H", "H", "H", "H", "H", "H", "C", "C", "C", "O", "C", "H", "H", "H", "H", "H", "H", "H", "H", "C", "C", "C", "O", "C", "H", "H", "H", "H", "H", "H", "H", "H", "C", "C", "C", "O", "C", "H", "H", "H", "H", "H", "H", "H", "H"], "coordinates": [[2.7882, -6.2386, 0.8075], [2.9173, -5.7864, 1.8994], [2.9404, -4.4900, 2.2044], [2.3321, -3.6197, 1.2436], [0.8116, -3.6713, 1.3361], [0.2661, -2.4630, 0.5992], [-1.5346, -2.3094, 0.4344], [-2.2931, -3.7162, 1.1176], [-1.8693, -4.6457, 1.9137], [-2.9539, -5.4718, 2.1507], [-3.9404, -4.9728, 1.4885], [-3.5975, -3.8606, 0.7950], [3.0370, -6.4169, 2.7819], [2.6602, -3.8583, 0.2344], [2.7067, -2.6225, 1.4627], [0.5454, -3.6670, 2.3876], [0.4870, -4.6011, 0.8818], [0.5982, -1.5556, 1.0955], [0.6696, -2.4486, -0.4103], [-4.9435, -5.3529, 1.4582], [-6.4974, -2.8725, -2.8545], [-6.0304, -2.5958, -1.4276], [-4.5549, -2.2776, -1.6395], [-4.4607, -1.6808, -2.9348], [-5.6863, -1.8548, -3.6446], [-7.5711, -2.7593, -2.9970], [-6.2192, -3.8871, -3.1483], [-6.5497, -1.7246, -1.0223], [-6.1873, -3.4318, -0.7473], [-3.9427, -3.1824, -1.6311], [-4.1665, -1.5943, -0.8846], [-6.2038, -0.8900, -3.6944], [-5.4662, -2.1804, -4.6618], [0.1443, 3.2595, 1.1690], [1.6478, 3.2110, 0.9021], [1.9075, 1.7124, 0.8897], [0.7101, 1.0987, 0.3988], [-0.3505, 2.0584, 0.3749], [-0.3272, 4.1907, 0.8584], [-0.0531, 3.1159, 2.2339], [1.8722, 3.6408, -0.0752], [2.2471, 3.7345, 1.6422], [2.1047, 1.3356, 1.8996], [2.7420, 1.4308, 0.2468], [-0.5544, 2.3277, -0.6669], [-1.2489, 1.6058, 0.7962], [4.9141, 7.1703, -0.1467], [4.8833, 6.3591, -1.4400], [4.9544, 4.9333, -0.9099], [4.3039, 4.9451, 0.3630], [4.0881, 6.2932, 0.7843], [4.5079, 8.1752, -0.2483], [5.9390, 7.2519, 0.2213], [3.9379, 6.5220, -1.9620], [5.6952, 6.5938, -2.1262], [5.9919, 4.6121, -0.7702], [4.4543, 4.2123, -1.5581], [3.0191, 6.5207, 0.6980], [4.3779, 6.3896, 1.8311]], "lowdin_charge": [0.090, -0.362, -0.015, -0.185, -0.232, -0.449, 1.022, -0.673, 0.049, 0.056, -0.183, -0.004, 0.144, 0.127, 0.128, 0.117, 0.107, 0.064, 0.085, 0.129, -0.169, -0.166, -0.226, -0.135, -0.208, 0.110, 0.114, 0.116, 0.103, 0.104, 0.096, 0.116, 0.116, -0.165, -0.175, -0.198, -0.161, -0.202, 0.111, 0.114, 0.110, 0.107, 0.118, 0.117, 0.118, 0.115, -0.169, -0.169, -0.203, -0.164, -0.208, 0.111, 0.114, 0.114, 0.111, 0.117, 0.116, 0.117, 0.117]}

(3)
{"formula": "C18H32N2O8", "method": "the ωB97M-V functional and the def2-TZVPD basis", "charge": 1, "e_homo_ev": [-10.77, -10.77], "orbital_gap_ev": [6.43, 1.52], "spin_multiplicity": 2, "symbols": ["C", "C", "O", "N", "C", "H", "H", "H", "H", "H", "H", "H", "C", "C", "O", "N", "C", "H", "H", "H", "H", "H", "H", "H", "O", "C", "O", "C", "C", "C", "H", "H", "H", "H", "H", "H", "O", "C", "O", "C", "C", "C", "H", "H", "H", "H", "H", "H", "O", "C", "O", "C", "C", "C", "H", "H", "H", "H", "H", "H"], "coordinates": [[-18.5019, -3.5035, 12.7505], [-17.1472, -4.1999, 13.0150], [-16.5862, -4.0670, 14.0908], [-16.6793, -4.9790, 12.0095], [-15.4956, -5.8086, 11.9690], [-19.3909, -3.8376, 13.2855], [-18.8003, -3.5474, 11.7031], [-18.2621, -2.4419, 12.6908], [-17.2095, -5.0143, 11.1505], [-15.7292, -6.8173, 12.3095], [-14.6253, -5.3436, 12.4321], [-15.2120, -5.8444, 10.9172], [-16.2080, -6.9391, 4.0427], [-15.0516, -7.2842, 3.1460], [-14.9537, -8.3775, 2.5841], [-14.0858, -6.3720, 2.8988], [-12.8692, -6.6384, 2.1781], [-17.1534, -7.0097, 3.5049], [-16.0165, -5.8977, 4.3015], [-16.1530, -7.5534, 4.9414], [-14.1459, -5.6123, 3.5616], [-12.0188, -5.9621, 2.2645], [-12.9696, -6.2697, 1.1573], [-12.4412, -7.6397, 2.2249], [-21.1293, -5.2070, 10.9412], [-20.5305, -6.2298, 11.3581], [-19.8731, -6.2762, 12.5812], [-19.0598, -7.4588, 12.5948], [-19.0973, -8.1542, 11.1810], [-20.3128, -7.5123, 10.5573], [-19.6734, -8.0515, 13.2732], [-18.0924, -7.1760, 13.0097], [-19.1384, -9.2426, 11.1377], [-18.2019, -7.8846, 10.6211], [-21.2237, -8.0843, 10.7342], [-20.2290, -7.2308, 9.5076], [-17.2355, -6.1572, 8.9024], [-17.9614, -5.9153, 7.9224], [-18.6705, -6.8946, 7.4064], [-19.1578, -6.5610, 6.1426], [-18.8435, -5.1612, 5.8528], [-18.3531, -4.6258, 7.2128], [-20.2118, -6.8146, 6.0289], [-18.7966, -7.1817, 5.3226], [-19.7098, -4.6662, 5.4139], [-18.0641, -5.1284, 5.0916], [-19.1651, -4.2754, 7.8500], [-17.4823, -3.9736, 7.2800], [-22.1761, -3.4278, 7.2904], [-22.2191, -2.6119, 8.2416], [-23.3378, -2.5276, 9.0487], [-23.0185, -1.6782, 10.1462], [-21.4573, -1.6821, 10.2863], [-21.0555, -1.7803, 8.8724], [-23.4045, -1.9599, 11.1259], [-23.2708, -0.6622, 9.8428], [-21.2891, -2.5625, 10.9065], [-20.9909, -0.9662, 10.9631], [-20.1831, -2.4267, 8.7761], [-20.9958, -0.8372, 8.3291]], "lowdin_charge": [-0.005, -0.534, 0.044, -0.004, -0.069, 0.084, 0.045, 0.081, 0.099, 0.079, 0.090, 0.071, 0.074, -0.369, 0.376, 0.089, -0.029, 0.119, 0.100, 0.128, 0.166, 0.111, 0.111, 0.114, 0.052, -0.387, -0.012, -0.123, -0.125, -0.083, 0.125, 0.114, 0.116, 0.090, 0.135, 0.110, 0.075, -0.455, 0.056, -0.203, -0.136, -0.024, 0.142, 0.106, 0.131, 0.087, 0.121, 0.132, 0.046, -0.377, 0.025, -0.150, -0.175, -0.088, 0.132, 0.123, 0.093, 0.123, 0.102, 0.132]}

(4)
{"formula": "C18H32N4NiTe", "method": "the ωB97M-V functional and the def2-TZVPD basis", "charge": 2, "e_homo_ev": [-14.30, -14.34], "orbital_gap_ev": [8.58, 7.76], "spin_multiplicity": 3, "relative_energy_kcal_mol": 0.3, "symbols": ["Ni", "C", "C", "N", "C", "C", "N", "C", "C", "C", "N", "C", "C", "N", "C", "H", "H", "H", "H", "H", "H", "H", "H", "H", "H", "H", "H", "H", "H", "H", "H", "H", "H", "H", "H", "H", "H", "H", "H", "C", "Te", "C", "C", "C", "C", "C", "C", "C", "H", "H", "H", "H", "H", "H", "H", "H"], "coordinates": [[-2.2434, -13.9002, 2.4567], [-3.3667, -12.2627, 5.2661], [-3.4744, -11.5952, 3.9264], [-2.2852, -11.8640, 3.0230], [-2.6013, -11.1753, 1.7683], [-1.7003, -11.7750, 0.6662], [-2.0589, -13.2151, 0.5389], [-1.2264, -14.1576, -0.1943], [0.1935, -14.3892, 0.3622], [0.2927, -15.1401, 1.6725], [-0.1631, -14.2739, 2.7784], [-0.0692, -15.0301, 4.0936], [-1.1052, -14.3952, 5.0550], [-2.4173, -14.5207, 4.4431], [-3.4845, -13.7956, 5.2577], [-4.1657, -11.8907, 5.8838], [-2.4227, -11.9056, 5.7143], [-3.6354, -10.5266, 4.1045], [-4.3442, -11.9338, 3.3803], [-1.5152, -11.4166, 3.4088], [-2.3526, -10.0660, 1.8836], [-3.6100, -11.4316, 1.4518], [-0.6588, -11.7005, 0.9411], [-1.7793, -11.1895, -0.2649], [-2.9597, -13.1892, 0.0672], [-1.0758, -13.8964, -1.2578], [-1.6902, -15.1166, -0.1139], [0.7570, -13.4195, 0.4691], [0.6326, -14.9994, -0.3835], [1.2649, -15.5079, 1.9046], [-0.3103, -16.0733, 1.7572], [0.3426, -13.3831, 2.7681], [0.9075, -15.0340, 4.5220], [-0.4212, -16.0401, 3.8578], [-0.7717, -13.3022, 5.1768], [-0.9680, -14.9061, 6.0622], [-2.6998, -15.5368, 4.3920], [-3.4202, -14.1969, 6.2918], [-4.3765, -14.1703, 4.7097], [-4.9008, -14.7678, -0.4322], [-4.6595, -15.5198, 1.6692], [-3.6181, -17.1294, 0.8119], [-3.7918, -17.0552, -0.6766], [-3.3499, -18.1069, -1.4786], [-3.5012, -18.0968, -2.9010], [-3.8350, -16.8577, -3.4562], [-4.1171, -15.7510, -2.6226], [-4.2074, -15.8511, -1.2528], [-4.5549, -13.7065, -0.4963], [-6.0108, -14.8094, -0.5123], [-4.1171, -17.9640, 1.2014], [-2.6235, -17.1794, 1.2888], [-3.1537, -19.0231, -1.0381], [-3.2886, -18.8436, -3.6381], [-3.9273, -16.7417, -4.5418], [-4.4682, -14.7982, -3.0329]], "lowdin_charge": [0.553, -0.161, -0.180, -0.077, -0.172, -0.147, -0.127, -0.178, -0.137, -0.199, -0.098, -0.135, -0.205, -0.157, -0.150, 0.127, 0.124, 0.141, 0.116, 0.105, 0.170, 0.123, 0.108, 0.144, 0.072, 0.148, 0.095, 0.137, 0.115, 0.122, 0.127, 0.137, 0.125, 0.123, 0.141, 0.157, 0.138, 0.139, 0.101, -0.316, 1.362, -0.459, -0.295, 0.000, -0.015, -0.046, -0.037, -0.317, 0.051, 0.071, 0.033, 0.052, 0.096, 0.111, 0.120, 0.125]}

The evaluated F_max for the records listed, in turn: 0.975 0.961 4.216 3.633 eV/A.